one) The following is a quantum chemistry calculation of 2 unconnected molecules or ions with the total composition C9H14O, from OMol25.

Element x y z (Å)
C 2.79826 -2.59323 -0.45924
C 1.87151 -1.53569 0.07873
C 2.47801 -0.41190 0.64803
C 1.61453 0.60586 1.02269
C 0.19723 0.33822 0.72458
O -0.50909 1.47650 1.07218
C -0.39866 -0.85375 0.36608
C 0.50746 -1.88149 0.02051
H 3.64229 -2.93836 0.14559
H 3.19864 -2.27826 -1.49133
H 2.37561 -3.61591 -0.83484
H 3.61418 -0.28087 0.60289
H 2.04525 1.43209 1.64835
H -1.39717 1.30947 0.97756
H -1.50976 -0.90711 0.42738
H 0.21559 -2.88640 -0.35872
C -3.46682 1.39478 -0.87493
C -3.41228 2.63092 -1.79611
H -3.77724 0.52155 -1.52031
H -2.62782 1.20115 -0.12664
H -4.35858 1.51326 -0.21834
H -3.75313 2.31230 -2.90141
H -2.55613 3.29193 -1.79130
H -4.17446 3.35077 -1.51848

The calculation puts the frontier orbital gap at 9.08 eV. The SMILES is Cc1ccc(O)cc1.CC. The calculation puts the LUMO energy at 0.956 eV. The value obtained for the HOMO energy is -8.128 eV.

two) The following is a quantum chemistry calculation of 2 unconnected molecules or ions with the total composition C9H14O, from OMol25.

Element x y z (Å)
C 0.27760 -0.14942 -3.62833
C 0.83484 0.23206 -2.25172
C 2.20608 0.32953 -2.06896
C 2.70030 0.46332 -0.77170
C 1.77257 0.62761 0.26762
O 2.19133 1.10721 1.50390
C 0.40591 0.45562 0.09982
C -0.05989 0.17845 -1.19415
H -0.76212 -0.42295 -3.46907
H 0.87837 -0.94557 -4.08117
H 0.30652 0.60608 -4.43159
H 2.87735 0.25496 -2.91471
H 3.70815 0.78139 -0.55104
H 3.12317 0.85652 1.52138
H -0.18861 0.66979 0.97922
H -1.11784 0.04204 -1.37250
C -2.97839 -0.85800 2.32180
C -1.90939 -0.46622 3.33696
H -2.52549 -0.50078 1.36821
H -3.08652 -1.91284 2.11986
H -3.82738 -0.16629 2.28293
H -1.02863 -1.11285 3.34536
H -2.24364 -0.62377 4.37365
H -1.55431 0.55413 3.21424

The calculation puts the frontier orbital gap at 9.38 eV. The SMILES is Cc1ccc(O)cc1.CC. The calculation puts the LUMO energy at 0.912 eV. The value obtained for the HOMO energy is -8.467 eV.

Which of them is the most stable, and which is the least stable? two) and one), in that order.

one) The following is a quantum chemistry calculation of 2 unconnected molecules or ions with the total composition C9H14O, from OMol25.

Element x y z (Å)
C 2.16738 1.39160 2.87232
C 1.40479 1.36779 1.57662
C 1.58138 0.27772 0.70696
C 0.97499 0.22049 -0.53809
C 0.13996 1.29402 -0.87900
O -0.61567 1.06639 -2.01019
C -0.04892 2.37633 -0.05209
C 0.66282 2.45935 1.15767
H 3.23787 1.37830 2.65802
H 1.86929 0.53582 3.49056
H 2.02803 2.22575 3.56131
H 2.01665 -0.64677 1.07590
H 1.10134 -0.56272 -1.26742
H -1.10778 1.83769 -2.22430
H -0.72820 3.17853 -0.31942
H 0.56529 3.35026 1.75618
C -1.90417 -2.11427 -1.92978
C -1.90441 -3.34149 -1.01638
H -2.42169 -2.24208 -2.87279
H -2.43026 -1.26590 -1.48121
H -0.87002 -1.80411 -2.04148
H -1.26349 -4.15801 -1.34881
H -1.57829 -3.01687 -0.02791
H -2.87691 -3.80782 -0.84669

The calculation puts the frontier orbital gap at 9.30 eV. The SMILES is Cc1ccc(O)cc1.CC. The calculation puts the LUMO energy at 0.893 eV. The value obtained for the HOMO energy is -8.411 eV.

two) The following is a quantum chemistry calculation of 2 unconnected molecules or ions with the total composition C9H14O, from OMol25.

Element x y z (Å)
C 0.00381 1.93358 1.17557
C 0.62972 0.59885 1.09362
C 0.56824 -0.06115 2.31651
C 1.04952 -1.32909 2.22969
C 1.66523 -1.82608 1.09342
C 1.70033 -1.19668 -0.07677
C 1.17382 0.11421 -0.07554
H -0.52101 2.37489 0.19137
H 0.75722 2.77034 1.34681
H -0.58447 1.97028 2.11835
H 0.21732 0.36289 3.23732
H 0.78583 -2.07335 3.09012
H 2.04413 -2.86576 1.22172
H 2.23494 -1.83797 -0.92186
H 1.01102 0.65306 -1.03114
C -2.79069 0.74192 -1.49239
C -1.59262 -0.15755 -1.86155
O -0.95595 0.47408 -3.00515
H -2.71609 1.52629 -2.17974
H -2.62210 1.04802 -0.44576
H -3.73972 0.30154 -1.56308
H -0.69890 0.04302 -1.25120
H -1.53508 -1.13529 -2.30987
H -1.42960 0.16136 -3.87706

The calculation puts the frontier orbital gap at 9.84 eV. The SMILES is Cc1ccccc1.CCO. The calculation puts the LUMO energy at 0.935 eV. The value obtained for the HOMO energy is -8.901 eV.

three) The following is a quantum chemistry calculation of 2 unconnected molecules or ions with the total composition C9H14O, from OMol25.

Element x y z (Å)
C -0.01995 -3.30775 -0.43606
C -0.26532 -1.93904 0.12981
C 0.66613 -1.29365 0.92613
C 0.38876 -0.09419 1.57300
C -0.83573 0.51829 1.35780
O -1.13216 1.78380 1.75857
C -1.82789 -0.15271 0.65788
C -1.54458 -1.37690 0.06919
H 0.84692 -3.81344 -0.01085
H 0.04446 -3.31306 -1.52925
H -0.86136 -3.97257 -0.21867
H 1.64484 -1.72245 1.06455
H 1.10076 0.30798 2.28104
H -0.52829 2.10582 2.43958
H -2.83651 0.23445 0.61545
H -2.33217 -1.93409 -0.43423
C 1.43422 1.79460 -1.62423
C 0.45837 2.73388 -0.91918
H 1.20811 1.75817 -2.69735
H 2.46937 2.02742 -1.38676
H 1.27356 0.75967 -1.31197
H 0.64460 3.73540 -1.29611
H -0.57506 2.47923 -1.16578
H 0.57892 2.68115 0.15742

The calculation puts the frontier orbital gap at 9.29 eV. The SMILES is Cc1ccc(O)cc1.CC. The calculation puts the LUMO energy at 0.865 eV. The value obtained for the HOMO energy is -8.423 eV.

four) The following is a quantum chemistry calculation of 2 unconnected molecules or ions with the total composition C9H14O, from OMol25.

Element x y z (Å)
C 3.54630 -0.36840 -0.48677
C 2.06471 -0.62866 -0.54769
C 1.35555 -0.85694 0.62467
C -0.01307 -1.11628 0.54582
C -0.68623 -0.97618 -0.65975
O -2.05420 -1.16496 -0.66647
C -0.01002 -0.70566 -1.82795
C 1.36824 -0.52015 -1.74035
H 4.08565 -1.04272 -1.17363
H 3.91824 -0.80047 0.42237
H 3.93084 0.59597 -0.75022
H 1.83954 -0.91531 1.59316
H -0.52252 -1.40819 1.45601
H -2.39098 -0.92863 0.21492
H -0.54351 -0.48343 -2.73843
H 1.87910 -0.05935 -2.56621
C -2.73040 3.05659 1.51190
C -1.85614 2.04209 2.23635
H -2.38138 3.31261 0.50893
H -3.77474 2.74230 1.41311
H -2.81599 4.02697 1.99709
H -1.25358 2.58586 2.97857
H -2.39717 1.24565 2.71908
H -1.02385 1.65912 1.64371

The calculation puts the frontier orbital gap at 9.36 eV. The SMILES is Cc1ccc(O)cc1.CC. The calculation puts the LUMO energy at 0.859 eV. The value obtained for the HOMO energy is -8.505 eV.

Which of them is the most stable, and which is the least stable? three) and two), in that order.

one) The following is a quantum chemistry calculation of 2 unconnected molecules or ions with the total composition C9H14O, from OMol25.

Element x y z (Å)
C -3.53081 -1.25225 0.22088
C -2.39857 -0.43528 0.78209
C -2.67433 0.81267 1.32849
C -1.64932 1.59908 1.85834
C -0.33669 1.22415 1.65852
O 0.71596 1.95242 2.14492
C -0.03032 0.02034 1.04043
C -1.06177 -0.77256 0.56154
H -4.33855 -0.61179 -0.11791
H -3.92489 -2.02793 0.89159
H -3.20186 -1.84000 -0.63823
H -3.71084 1.13578 1.35770
H -1.92989 2.48049 2.41299
H 0.47997 2.39343 2.97499
H 0.99115 -0.25727 0.85106
H -0.84551 -1.68098 0.00967
C 3.19547 -0.66578 -2.81356
C 3.68888 -0.04333 -1.49685
H 2.11352 -0.62150 -2.94657
H 3.59727 -0.16632 -3.69728
H 3.47378 -1.71184 -2.86636
H 4.07995 -0.79232 -0.81922
H 2.88212 0.51642 -1.03169
H 4.41529 0.74436 -1.66554

The calculation puts the frontier orbital gap at 9.38 eV. The SMILES is Cc1ccc(O)cc1.CC. The calculation puts the LUMO energy at 0.883 eV. The value obtained for the HOMO energy is -8.500 eV.

two) The following is a quantum chemistry calculation of 2 unconnected molecules or ions with the total composition C9H14O, from OMol25.

Element x y z (Å)
C 0.87230 -0.01505 3.53397
C 0.45551 -0.71154 2.19336
C 1.30481 -1.74076 1.77284
C 1.24919 -2.08809 0.38328
C 0.26271 -1.52107 -0.28078
O -0.00617 -1.94042 -1.55562
C -0.68189 -0.53939 0.10811
C -0.58142 -0.10718 1.44501
H 0.28410 0.12101 4.28945
H 1.61231 0.70587 3.25065
H 1.55491 -0.81395 3.89571
H 2.12825 -2.16337 2.50923
H 1.91511 -2.90064 0.11618
H 0.64457 -2.49284 -1.90478
H -1.45303 -0.24866 -0.61238
H -1.32827 0.59012 1.98551
C -0.43131 1.98004 -2.20328
C -1.64005 1.94062 -3.15008
H 0.27488 1.21928 -2.31602
H 0.16878 2.83556 -2.38825
H -0.67757 2.00275 -1.10664
H -1.70864 2.93173 -3.69963
H -2.55390 1.95051 -2.50934
H -1.66519 1.00544 -3.75650

The calculation puts the frontier orbital gap at 9.25 eV. The SMILES is Cc1ccc(O)cc1.CC. The calculation puts the LUMO energy at 0.903 eV. The value obtained for the HOMO energy is -8.344 eV.

Which of them is the most stable, and which is the least stable? one) and two), in that order.